DFT (ωB97M-V/def2-TZVPD) results for a cluster of 2 separate species, C6H12O in total at a distorted geometry.

Geometry (Å):
C: 1.141 -0.747 0.678
C: -0.008 0.243 0.280
C: -1.188 0.071 1.296
C: -0.431 0.106 -1.107
C: -0.216 1.125 -2.071
C: 0.182 1.098 -3.354
H: 1.301 -0.548 1.821
H: 0.788 -1.750 0.545
H: 2.036 -0.383 0.148
H: -1.848 0.902 1.158
H: -1.715 -0.862 0.935
H: 0.379 1.293 0.575
H: -0.174 -0.910 -1.520
H: -0.238 2.232 -1.575
H: 0.409 0.176 -3.914
H: 0.365 2.171 -3.720
H: -0.797 -0.096 2.286
H: 0.161 -2.165 3.753
O: 0.307 -1.430 3.148

Calculated values
Relative energy (zero: lowest compared OMol25 entry of this formula, charge and spin): 52.2 kcal per mole
Spin multiplicity: 2
Molecular weight: 100.161 Da
<S²>: 0.776
HOMO energy (spin up / spin down): -2.80 / -2.77 eV
Net charge: -1